Record 1
ORCA calculation (wB97M-V/def2-TZVPD) on the ion C4HNO3S with charge -2 in a non-equilibrium geometry.

Calculated values
- relative energy (zero: lowest compared OMol25 entry of this formula, charge and spin) (kJ/mol) = 24.25
- Kohn-Sham gap (eV) = 5.1011
- SMILES = O=C=N/C([O-])=C\C(=O)[S-]
- E_HOMO (eV) = 0.930
- net charge = -2

Each line ends with the Löwdin charge.
CARTESIAN COORDINATES (ANGSTROEM)
O 3.65226 -0.58023 -0.22089  0.015
C 2.49720 -0.28961 -0.04623  -0.337
N 1.30014 -0.17577 -0.11924  0.195
C 0.28528 0.81029 0.27036  -0.593
O 0.70552 1.96972 0.58033  -0.161
C -1.03047 0.46830 0.17782  -0.168
C -1.72188 -0.77673 -0.14758  -1.096
O -2.74922 -1.16020 0.46776  -0.237
S -1.21569 -1.65939 -1.51766  0.252
H -1.72313 1.39362 0.55532  0.130

=====

Record 2
ORCA calculation (wB97M-V/def2-TZVPD) on an isolated molecule of C5 in a non-equilibrium geometry.

Calculated values
- relative energy (zero: lowest compared OMol25 entry of this formula, charge and spin) (kJ/mol) = 326.19
- Kohn-Sham gap (eV) = 8.4511
- E_HOMO (eV) = -10.303
- net charge = 0

Each line ends with the Löwdin charge.
CARTESIAN COORDINATES (ANGSTROEM)
C -0.32850 1.32974 -0.32826  0.028
C -0.20857 0.48916 0.94524  0.130
C 0.12592 0.13391 -0.77755  -0.214
C 0.61923 -0.83719 0.58308  0.027
C -0.20808 -1.11562 -0.42252  0.030

=====

Please write out number 1 again, unchanged.
ORCA calculation (wB97M-V/def2-TZVPD) on the ion C4HNO3S with charge -2 in a non-equilibrium geometry.

Calculated values
- relative energy (zero: lowest compared OMol25 entry of this formula, charge and spin) (kJ/mol) = 24.25
- Kohn-Sham gap (eV) = 5.1011
- SMILES = O=C=N/C([O-])=C\C(=O)[S-]
- E_HOMO (eV) = 0.930
- net charge = -2

Each line ends with the Löwdin charge.
CARTESIAN COORDINATES (ANGSTROEM)
O 3.65226 -0.58023 -0.22089  0.015
C 2.49720 -0.28961 -0.04623  -0.337
N 1.30014 -0.17577 -0.11924  0.195
C 0.28528 0.81029 0.27036  -0.593
O 0.70552 1.96972 0.58033  -0.161
C -1.03047 0.46830 0.17782  -0.168
C -1.72188 -0.77673 -0.14758  -1.096
O -2.74922 -1.16020 0.46776  -0.237
S -1.21569 -1.65939 -1.51766  0.252
H -1.72313 1.39362 0.55532  0.130

=====

Which value of E_HOMO does entry 1 give?
0.930 eV

=====

What is the Kohn-Sham gap in the second record?
8.4511 eV

=====

Which formula does entry 1 have?
C4HNO3S